(1)
The following is a quantum chemistry calculation of the molecule C4H12N2O, from the OMol25 dataset.

Each atom is followed by the atoms it is bonded to, with distances in Å.
Atoms and positions in Å:
1 C 0.409 1.468 1.412  N2 1.469, H8 1.099, H9 1.103, H10 1.077
2 N 0.922 0.095 1.505  C1 1.469, C3 1.474, H11 1.011
3 C -0.007 -1.015 1.224  N2 1.474, C4 1.541, H12 1.114, H13 1.092
4 C 0.251 -1.490 -0.219  C3 1.541, N5 1.430, H14 1.103, H15 1.137
5 N 0.393 -0.422 -1.159  C4 1.430, C6 1.474, H16 1.016
6 C -0.389 0.654 -1.792  N5 1.474, O7 1.425, H17 1.080, H18 1.101
7 O -1.564 0.345 -2.537  C6 1.425, H19 0.963
8 H 1.014 2.116 0.762  C1 1.099
9 H -0.609 1.428 0.988  C1 1.103
10 H 0.310 2.031 2.325  C1 1.077
11 H 1.199 0.012 2.475  N2 1.011
12 H 0.380 -1.851 1.852  C3 1.114
13 H -1.032 -0.830 1.551  C3 1.092
14 H -0.497 -2.252 -0.497  C4 1.103
15 H 1.171 -2.153 -0.138  C4 1.137
16 H 0.668 -0.878 -2.024  N5 1.016
17 H 0.319 1.045 -2.508  C6 1.080
18 H -0.665 1.593 -1.288  C6 1.101
19 H -2.273 0.103 -1.932  O7 0.963

Computed properties:
HOMO level in eV: -8.74
Electronic energy in hartree: -344.2745
SMILES: CNCCNCO
ΔE to the lowest compared entry with this formula, charge and spin in eV: 3.006
Total charge: 0
LUMO level in eV: 0.844



(2)
The following is a quantum chemistry calculation of the ion C7H15N2 with charge +1, from the OMol25 dataset.

Each atom is followed by the atoms it is bonded to, with distances in Å.
Atoms and positions in Å:
1 C 1.404 1.234 -0.446  C3 1.614, N8 1.320
2 C -0.618 -0.532 -0.301  C3 1.558, N9 1.298, H10 1.113
3 C 0.916 -0.284 -0.194  C1 1.614, C2 1.558, C4 1.578, C5 1.488
4 C 1.092 -0.542 1.352  C3 1.578, H11 1.117, H12 1.125, H13 1.105
5 C 1.641 -1.284 -1.024  C3 1.488, H14 1.119, H15 1.130, H16 1.124
6 C -1.439 1.717 0.187  N9 1.485, H17 1.179, H18 1.055, H19 1.152
7 C -3.009 -0.149 -0.233  N9 1.475, H20 1.052, H21 1.124, H22 1.113
8 N 2.615 1.300 0.075  C1 1.320, H23 1.048, H24 1.067
9 N -1.609 0.255 -0.009  C2 1.298, C6 1.485, C7 1.475
10 H -0.981 -1.493 -0.731  C2 1.113
11 H 1.847 0.212 1.682  C4 1.117
12 H 1.489 -1.589 1.457  C4 1.125
13 H 0.177 -0.212 1.877  C4 1.105
14 H 1.136 -2.261 -0.818  C5 1.119
15 H 2.748 -1.348 -0.803  C5 1.130
16 H 1.553 -1.171 -2.139  C5 1.124
17 H -0.647 1.945 -0.656  C6 1.179
18 H -2.414 2.105 0.090  C6 1.055
19 H -0.914 1.764 1.211  C6 1.152
20 H -3.642 0.690 -0.201  C7 1.052
21 H -3.198 -0.675 -1.209  C7 1.124
22 H -3.208 -0.748 0.684  C7 1.113
23 H 3.173 2.185 -0.006  N8 1.048
24 H 3.278 0.524 0.384  N8 1.067

Computed properties:
HOMO level in eV: -12.39
Electronic energy in hartree: -384.8482
ΔE to the lowest compared entry with this formula, charge and spin in eV: 4.043
Total charge: +1
LUMO level in eV: -4.052